C3H4O in the gas phase at a distorted geometry, computed with ωB97M-V with the def2-TZVPD basis set.

As for the energy relative to the best compared isomer or geometry (same formula, charge and spin): 36.9 kcal/mol. For the HOMO energy, the calculation gives -10.157 eV. Its SMILES is C#CCO.

Each line ends with the Löwdin charge.
Cartesian coordinates (Å):
C -1.50925 0.30742 1.10933  0.128
C -0.70475 0.15188 0.23677  -0.137
C 0.29627 -0.02619 -0.75743  -0.228
O 1.73689 -0.00199 -0.28290  -0.117
H -2.23054 0.46917 1.87597  0.030
H 0.25354 0.67558 -1.57713  0.113
H 0.39902 -1.07634 -1.16010  0.135
H 1.75882 -0.49952 0.55547  0.076